No. 1
The molecule C5H5N at a distorted geometry, computed with ωB97M-V/def2-TZVPD.

Properties
frontier orbital gap (spin up / spin down) = 7.43 / 7.44 eV
2S+1 = 1
LUMO energy (spin up / spin down) = -0.316 / -0.314 eV
charge = 0
molecular weight = 79.10 g mol⁻¹
electronic energy = -6749.7727 eV

Geometry (Å):
C -1.5510 -0.6180 -0.4090
C 0.9143 0.2502 -0.5427
C -2.0476 0.0757 0.5817
C 1.7762 0.1585 0.4631
C -0.3446 -0.8092 -1.0082
N 0.6052 -1.1588 -1.6477
H 0.6757 1.1948 -1.0193
H -1.4085 0.7039 1.2068
H -3.1067 0.0160 0.8070
H 2.0355 -0.7948 0.9053
H 2.4515 0.9818 0.6630



No. 2
A cluster of 2 separate species, C4H6N4O2 in total at a distorted geometry, computed with ωB97M-V/def2-TZVPD.

Properties
frontier orbital gap = 8.43 eV
2S+1 = 1
LUMO energy = -9.822 eV
charge = +2
molecular weight = 142.12 g mol⁻¹
electronic energy = -14279.7227 eV

Geometry (Å):
C -1.5669 2.1403 0.4861
C -3.4003 1.4781 1.9262
C -0.5234 1.3950 0.0167
C 0.9269 0.8330 -1.5122
N -2.5064 1.6943 1.2739
N 0.6308 -0.2985 -0.6883
N -0.1419 -0.0142 0.1960
N 2.0994 -2.8837 -0.1968
O 1.7200 0.8537 -2.3733
O 0.2341 1.8400 -1.0063
H -1.5223 3.2146 0.1963
H -4.2321 1.1778 2.4665
H 2.2974 -2.0225 -0.7666
H 1.0326 -2.9790 -0.1252
H 2.5285 -3.7215 -0.6906
H 2.4237 -2.7074 0.7977



No. 3
A cluster of 2 separate species, C6H15BN5O2 in total at a distorted geometry, computed with ωB97M-V/def2-TZVPD.

Properties
frontier orbital gap = 7.88 eV
2S+1 = 1
LUMO energy = -3.953 eV
charge = +1
molecular weight = 200.03 g mol⁻¹
electronic energy = -18680.5695 eV

Geometry (Å):
C -2.7214 -0.4632 -0.3563
B -1.9213 -1.8912 -0.2920
O -2.3757 -3.0900 -0.9628
N -0.6174 -1.8648 0.4982
C 0.5127 -2.2889 -0.0843
N 1.6863 -2.1720 0.7532
C 2.6902 -2.6537 -0.1653
N 2.0902 -3.0259 -1.3959
N 0.7396 -2.8257 -1.3828
H -2.3563 0.0298 -1.3276
H -2.3433 0.2065 0.4914
H -3.8466 -0.5986 -0.3149
H -2.2887 -2.8777 -1.9214
H -0.6794 -1.4686 1.4426
H 3.7950 -2.7188 0.0619
H 2.4833 -3.3988 -2.2650
H 0.0461 -3.0085 -2.1175
C -0.7492 1.9872 0.3756
O -1.8876 2.3932 0.2396
N 0.3185 2.7462 0.7377
C 1.6478 2.1866 0.8788
C 0.1206 4.1620 0.9913
H -0.4884 0.9282 0.2074
H 1.9928 2.3402 1.9041
H 2.3239 2.6941 0.1864
H 1.6469 1.1175 0.6585
H -0.6049 4.2839 1.7986
H -0.2757 4.6358 0.0905
H 1.0620 4.6350 1.2702



No. 4
A structure of composition C14H18BN7O2Pt at a distorted geometry, computed with ωB97M-V/def2-TZVPD.

Properties
frontier orbital gap (spin up / spin down) = 8.27 / 3.69 eV
2S+1 = 3
LUMO energy (spin up / spin down) = -7.529 / -11.995 eV
charge = +2
molecular weight = 522.24 g mol⁻¹
electronic energy = -33241.0592 eV

Geometry (Å):
C -0.8331 -1.3300 -2.7325
N -1.2755 -0.7297 -1.6146
N -2.6339 -0.7525 -1.6027
C -3.0571 -1.3165 -2.7450
C -1.9349 -1.6829 -3.5040
B -3.4285 -0.1562 -0.3933
N -2.8493 -0.6889 0.9510
N -1.4988 -0.7252 1.2103
C -1.3341 -1.2516 2.4614
C -2.5970 -1.5338 2.9875
C -3.5161 -1.1589 2.0217
Pt -0.2923 0.2967 -0.0820
N -3.2588 1.3934 -0.3684
N -2.0509 2.0065 -0.1996
C -2.2698 3.3357 -0.2645
C -3.6407 3.5779 -0.4585
C -4.2352 2.3265 -0.4962
H -1.5011 4.1022 -0.2349
H -5.2640 2.0129 -0.6016
H -4.1111 4.5364 -0.5879
H -4.5780 -0.4523 -0.4688
H -4.5959 -1.2039 2.0211
H -4.0973 -1.4153 -2.9134
H -2.8290 -1.9541 3.9523
H -1.8907 -2.1190 -4.4615
H -0.3952 -1.3853 2.9857
H 0.2366 -1.4444 -2.9546
H 0.1514 1.5266 1.1273
C 1.0608 0.9825 1.5763
H 0.7766 0.7799 2.6109
H 1.3377 0.0391 1.1265
H 1.8267 1.7555 1.3778
O 2.2249 -0.6453 -2.2102
C 1.8867 0.5348 -2.2142
C 2.4343 1.6198 -3.1359
C 2.2443 2.8864 -2.3291
C 1.1484 2.5375 -1.3482
O 0.5381 3.3542 -0.6614
N 0.9943 1.1640 -1.3504
H 3.4660 1.4084 -3.3926
H 1.8566 1.6789 -4.0665
H 3.1506 3.1023 -1.7493
H 1.9840 3.7910 -2.8757



No. 5
The molecule C3H8N4O at a distorted geometry, computed with ωB97M-V/def2-TZVPD.

Properties
frontier orbital gap (spin up / spin down) = 8.75 / 8.75 eV
structure (SMILES) = [H]/N=C(\N)CC(=O)NN
2S+1 = 1
LUMO energy (spin up / spin down) = 0.619 / 0.619 eV
charge = 0
molecular weight = 116.12 g mol⁻¹
electronic energy = -11246.3261 eV

Geometry (Å):
H 0.7716 2.3064 0.6578
N 0.3389 1.4465 1.0125
C -0.6643 1.1166 0.2027
N -1.1165 1.9555 -0.7874
C -1.2765 -0.2305 0.5133
C -0.2540 -0.9132 -0.3531
O -0.5723 -1.7823 -1.1693
N 1.1192 -0.7310 0.0855
N 1.9880 -1.8358 0.0859
H -0.4332 2.2886 -1.4596
H -1.9293 1.6469 -1.3135
H -2.2676 -0.3265 0.0671
H -1.2307 -0.4867 1.5740
H 1.6160 0.1344 -0.1332
H 1.4145 -2.6849 0.0489
H 2.4962 -1.9041 0.9684



No. 6
The molecule C3H7N3O2 at a distorted geometry, computed with ωB97M-V/def2-TZVPD.

Properties
frontier orbital gap = 9.98 eV
structure (SMILES) = CO/N=C\N=C/NO
2S+1 = 1
LUMO energy = 0.866 eV
charge = 0
molecular weight = 117.11 g mol⁻¹
electronic energy = -11781.6899 eV

Geometry (Å):
C -0.1184 -1.9225 -1.6516
O -0.6486 -0.7942 -0.7428
N 0.2463 0.3043 -1.3599
C 0.0968 1.4479 -0.6361
N -0.9298 1.6595 0.2956
C -0.8561 1.4068 1.5040
N 0.1812 0.5951 2.0275
O 1.3872 -0.1064 1.2989
H 1.1279 -1.9429 -1.5743
H -0.4317 -1.8192 -2.8585
H -0.6917 -2.8952 -1.0601
H 0.7335 2.3881 -0.6397
H -1.7260 1.6852 2.1035
H 0.7805 0.4207 2.9172
H 0.8490 -0.4272 0.3763



No. 7
A structure of composition C34H42N5Se3V at a distorted geometry, computed with ωB97M-V/def2-TZVPD.

Properties
frontier orbital gap (spin up / spin down) = 6.49 / 6.58 eV
2S+1 = 3
LUMO energy (spin up / spin down) = -6.571 / -6.511 eV
charge = +2
molecular weight = 808.57 g mol⁻¹
electronic energy = -265104.6782 eV

Geometry (Å):
V -0.0288 0.1588 -1.5269
Se -2.7086 0.9120 -3.2712
Se -3.0955 -0.0299 -1.1753
C -2.1579 -1.7126 -1.3459
C -2.8411 -2.9049 -1.2913
C -2.1013 -4.0819 -1.3323
C -0.7217 -4.0231 -1.4340
C -0.1088 -2.7913 -1.5034
N -0.8249 -1.6524 -1.4592
C -1.5266 2.3463 -2.7533
C -1.7788 3.6172 -3.2099
C -0.9307 4.6394 -2.8041
C 0.1208 4.3608 -1.9455
C 0.3245 3.0618 -1.5437
N -0.4905 2.0607 -1.9501
H -3.9205 -2.9106 -1.2254
H -2.6068 -5.0398 -1.2981
H -0.1188 -4.9203 -1.4727
H 0.9624 -2.6849 -1.5987
H -2.6292 3.8056 -3.8503
H -1.1081 5.6532 -3.1417
H 0.7882 5.1373 -1.5974
H 1.1439 2.7888 -0.8971
C 1.1854 -2.6968 -4.7293
N 0.7636 -1.4744 -5.3836
C -0.3297 -1.6987 -6.3150
C 0.5544 -0.3536 -4.5155
C 1.7907 0.1244 -3.7902
C 2.9274 0.4229 -4.5324
C 4.0764 0.8733 -3.9031
C 4.1053 1.0176 -2.5183
C 2.9756 0.7203 -1.7718
C 1.7866 0.2678 -2.3912
H 1.6164 -3.3842 -5.4591
H 0.3426 -3.2195 -4.2389
H 1.9517 -2.4841 -3.9831
H -0.0142 -2.3872 -7.1003
H -0.6168 -0.7587 -6.7887
H -1.2233 -2.1311 -5.8293
H -0.2425 -0.5646 -3.7625
H 0.1458 0.4545 -5.1259
H 2.9082 0.2858 -5.6086
H 4.9562 1.1087 -4.4912
H 5.0105 1.3546 -2.0249
H 3.0368 0.8356 -0.6977
C 1.0579 2.1450 4.5324
C 0.4433 3.3875 3.8760
C 0.2605 3.2803 2.3547
C -1.0035 2.5679 1.8965
N -1.1633 1.2007 2.4339
C -0.5319 0.1018 2.0148
Se 0.8300 0.0396 0.7119
N -0.9266 -0.9338 2.7630
C -0.4744 -2.3366 2.6548
C 0.4951 -2.7184 3.7631
C 1.8429 -2.0023 3.6677
C 2.7373 -2.5664 2.5630
C -1.8540 -0.4848 3.7129
C -2.5511 -1.1618 4.7088
C -3.4018 -0.4039 5.4873
C -3.5507 0.9802 5.2803
C -2.8578 1.6416 4.2862
C -2.0068 0.8676 3.5027
H 1.2961 2.3390 5.5790
H 1.9890 1.8648 4.0319
H 0.3934 1.2775 4.5171
H 1.0985 4.2362 4.0723
H -0.5130 3.6358 4.3505
H 1.1363 2.7903 1.9208
H 0.2051 4.2805 1.9127
H -1.0497 2.5025 0.8142
H -1.8828 3.1188 2.2247
H -0.0111 -2.4435 1.6796
H -1.3672 -2.9611 2.6772
H 0.6440 -3.7999 3.6972
H 0.0268 -2.5272 4.7306
H 2.3520 -2.0878 4.6292
H 1.6837 -0.9291 3.5127
H 3.0482 -3.5877 2.7996
H 3.6399 -1.9662 2.4323
H 2.2224 -2.5876 1.5964
H -2.4373 -2.2269 4.8707
H -3.9649 -0.8844 6.2789
H -4.2247 1.5401 5.9166
H -2.9780 2.7083 4.1338



No. 8
A structure of composition C27H33BaBrN4O2SeSi2 at a distorted geometry, computed with ωB97M-V/def2-TZVPD.

Properties
frontier orbital gap = 3.61 eV
2S+1 = 1
LUMO energy = 3.804 eV
charge = -2
molecular weight = 797.95 g mol⁻¹
electronic energy = -190432.9385 eV

Geometry (Å):
Ba -0.5034 1.4901 2.0005
Br -5.5485 0.5177 2.0729
C -4.5195 -0.8601 2.9054
C -5.1427 -2.0519 3.2317
C -4.3446 -3.0286 3.8146
C -3.0080 -2.7596 4.0453
C -2.4964 -1.5179 3.6885
N -3.2558 -0.5831 3.1113
C -1.0157 -1.1891 3.9423
O -0.3760 -2.0339 4.5682
O -0.6273 -0.0919 3.4496
H -6.1942 -2.2015 3.0392
H -4.7717 -3.9876 4.0814
H -2.3362 -3.4784 4.4917
N 3.2374 1.6031 2.4419
C 3.8325 0.8636 1.4858
C 4.8142 1.3584 0.6319
C 5.4787 0.5175 -0.2653
C 5.1858 -0.8223 -0.3636
C 4.1479 -1.3564 0.4293
C 3.7063 -2.6957 0.3509
C 2.6644 -3.1211 1.1285
C 2.0393 -2.1995 1.9925
N 2.4191 -0.9508 2.0889
C 3.4596 -0.5181 1.3436
H 3.1060 2.6120 2.3214
H 2.4404 1.1854 2.8937
H 5.0597 2.4122 0.6825
H 6.2488 0.9412 -0.9008
H 5.7213 -1.4638 -1.0545
H 4.1971 -3.3655 -0.3475
H 2.3035 -4.1403 1.0749
H 1.2051 -2.4919 2.6247
C 2.1382 -0.4509 -1.9645
Si 0.9863 1.0269 -2.2766
C 1.8234 2.6175 -1.6701
C 0.9613 1.1672 -4.1979
C -0.6161 0.7818 -1.4044
C -1.4997 1.9490 -1.3697
C -1.8700 2.6783 -2.5262
C -2.6431 3.8143 -2.4280
C -3.0690 4.2428 -1.1723
C -2.7098 3.4649 -0.0894
N -1.9799 2.3564 -0.1758
Si -1.4664 -0.8319 -1.4316
C -1.9739 -1.3969 -3.2005
C -0.4808 -2.3045 -0.7444
C -3.1128 -0.7987 -0.4823
H 3.1883 -0.1595 -2.0525
H 1.9547 -1.2635 -2.6752
H 1.9895 -0.8453 -0.9566
H 2.9143 2.5647 -1.7331
H 1.5682 2.8234 -0.6247
H 1.4974 3.4854 -2.2513
H 1.9737 1.2244 -4.6113
H 0.4213 2.0582 -4.5295
H 0.4673 0.2947 -4.6381
H -1.5475 2.3091 -3.4900
H -2.9243 4.3664 -3.3189
H -3.6455 5.1488 -1.0433
H -3.0117 3.7545 0.9141
H -1.0892 -1.5024 -3.8366
H -2.6223 -0.6478 -3.6660
H -2.5086 -2.3537 -3.2092
H 0.3804 -2.5481 -1.3713
H -1.1096 -3.1986 -0.6801
H -0.1040 -2.0859 0.2592
H -3.7286 0.0431 -0.8103
H -2.9396 -0.6804 0.5913
H -3.6850 -1.7186 -0.6343
Se 0.9459 4.0225 2.4997